# 1
Entry from the OMol25 dataset: C54H83AsBaN3O4SSbSi2Te as an isolated structure in a non-equilibrium geometry (ωB97M-V/def2-TZVPD).

Results
LUMO level in eV: 0.09
Electronic energy in eV: -171958.8630

Geometry as XYZ:
```
151
C54H83AsBaN3O4SSbSi2Te (ωB97M-V/def2-TZVPD)
Ba 0.58 -0.41 0.09
C 0.14 4.80 1.24
O -0.08 3.42 1.40
C -1.46 3.09 1.50
C -2.12 2.99 0.15
O -1.93 1.68 -0.37
C -2.42 1.56 -1.70
C -1.32 1.89 -2.68
O -0.26 0.98 -2.42
C 0.38 0.51 -3.60
H -0.35 5.37 2.04
H -0.21 5.18 0.28
H 1.22 4.96 1.32
H -1.98 3.81 2.13
H -1.51 2.11 1.99
H -1.69 3.73 -0.54
H -3.20 3.20 0.23
H -3.29 2.20 -1.84
H -2.73 0.53 -1.84
H -0.96 2.92 -2.55
H -1.68 1.78 -3.71
H 0.93 1.32 -4.09
H -0.37 0.12 -4.31
H 1.01 -0.32 -3.30
C 4.15 -0.39 0.82
As 3.17 -1.85 1.59
C 3.08 -3.22 0.26
C 4.14 -2.48 3.12
O 1.69 -1.28 2.06
H 5.21 -0.61 0.79
H 3.97 0.50 1.43
H 3.81 -0.20 -0.20
H 4.10 -3.38 -0.10
H 2.39 -2.85 -0.51
H 2.69 -4.13 0.72
H 5.13 -2.83 2.83
H 3.57 -3.29 3.56
H 4.23 -1.66 3.84
C 5.62 2.77 0.70
Si 4.25 4.02 1.02
C 3.06 3.41 2.31
C 5.01 5.62 1.63
C 3.41 4.37 -0.63
Te 2.02 2.91 -1.39
C 3.49 1.90 -2.59
Si 4.11 2.70 -4.19
C 4.09 4.57 -4.10
C 3.03 2.15 -5.62
C 5.86 2.07 -4.44
H 6.06 2.41 1.63
H 6.42 3.24 0.12
H 5.27 1.91 0.14
H 3.58 3.00 3.18
H 2.36 2.65 1.95
H 2.45 4.23 2.68
H 5.56 5.47 2.56
H 4.23 6.36 1.82
H 5.70 6.04 0.90
H 4.18 4.48 -1.39
H 2.87 5.32 -0.63
H 3.06 0.93 -2.83
H 4.33 1.70 -1.92
H 3.17 4.93 -3.64
H 4.14 4.98 -5.11
H 4.94 4.98 -3.54
H 2.08 2.68 -5.64
H 2.82 1.08 -5.58
H 3.54 2.35 -6.56
H 6.50 2.36 -3.60
H 6.30 2.46 -5.36
H 5.87 0.98 -4.50
N -1.40 -1.78 3.73
C -0.81 -0.73 4.35
N -0.59 0.43 3.83
C -0.03 1.28 4.79
C 0.33 2.61 4.59
C 0.88 3.33 5.63
C 1.08 2.75 6.88
C 0.73 1.43 7.11
C 0.17 0.72 6.06
S -0.38 -0.93 6.05
H -1.44 -1.76 2.72
H -1.22 -2.70 4.10
H 0.19 3.04 3.61
H 1.17 4.36 5.47
H 1.51 3.34 7.69
H 0.87 0.98 8.08
C 2.94 -2.48 -3.39
C 1.80 -3.41 -3.81
C 0.69 -2.70 -4.61
C 1.16 -4.20 -2.68
C 1.18 -5.58 -2.80
C 0.57 -6.43 -1.88
C -0.11 -5.84 -0.82
C -0.16 -4.47 -0.64
C -0.90 -3.96 0.59
C -2.32 -4.53 0.71
C -0.13 -4.28 1.88
C 0.49 -3.54 -1.56
N 0.53 -2.22 -1.31
H 3.35 -1.95 -4.26
H 3.75 -3.06 -2.94
H 2.58 -1.75 -2.66
H 2.25 -4.15 -4.49
H 0.06 -2.14 -3.92
H 0.07 -3.45 -5.11
H 1.10 -2.03 -5.37
H 1.70 -6.01 -3.65
H 0.60 -7.50 -2.00
H -0.60 -6.49 -0.10
H -0.98 -2.87 0.47
H -2.30 -5.59 0.94
H -2.88 -4.40 -0.22
H -2.87 -4.04 1.52
H 0.25 -5.31 1.83
H -0.77 -4.22 2.76
H 0.71 -3.60 2.04
C -7.16 -3.67 3.19
C -6.58 -4.14 2.02
C -5.61 -3.39 1.37
C -5.21 -2.16 1.87
C -5.79 -1.69 3.04
C -6.76 -2.44 3.70
Sb -3.66 -1.00 0.94
C -4.76 0.83 0.97
C -4.70 1.60 2.14
C -5.38 2.81 2.23
C -6.11 3.28 1.15
C -6.16 2.54 -0.02
C -5.49 1.32 -0.11
C -3.99 -1.69 -1.05
C -5.26 -1.84 -1.60
C -5.42 -2.35 -2.88
C -4.30 -2.74 -3.62
C -3.04 -2.61 -3.07
C -2.88 -2.09 -1.79
H -7.92 -4.25 3.70
H -6.88 -5.10 1.61
H -5.17 -3.78 0.45
H -5.50 -0.73 3.46
H -7.21 -2.06 4.61
H -4.11 1.26 2.98
H -5.32 3.38 3.15
H -6.63 4.23 1.22
H -6.73 2.90 -0.87
H -5.55 0.75 -1.03
H -6.14 -1.57 -1.03
H -6.41 -2.46 -3.30
H -4.43 -3.16 -4.61
H -2.16 -2.94 -3.62
H -1.85 -2.02 -1.42
```

# 2
Entry from the OMol25 dataset: a 12-piece molecular cluster, C54H83F7O14S overall in a non-equilibrium geometry (ωB97M-V/def2-TZVPD).

Results
LUMO level in eV: -0.80
Electronic energy in eV: -115859.7645
SMILES: C#CCCCc1ccc2c(c1C(F)(F)C(F)(F)C(F)(F)F)C(=O)C(O)=C(CSCC)C2=O.CC(C)=O.CC(C)=O.CC(C)=O.CC(C)=O.CC(C)=O.CC(C)=O.CC(C)=O.CC(C)=O.CC(C)=O.CC(C)=O.CC(C)=O

Geometry as XYZ:
```
159
C54H83F7O14S (ωB97M-V/def2-TZVPD)
C -1.17 -2.98 -0.28
C 0.00 -3.05 0.00
C 1.52 -3.01 0.42
C 1.83 -1.55 0.95
C 2.77 -0.67 -0.01
C 1.92 0.57 -0.50
C 1.76 1.66 0.53
C 1.00 2.90 0.25
C 0.43 3.04 -1.12
C 0.61 1.98 -2.17
C 1.34 0.69 -1.89
C 1.49 -0.43 -2.96
F 0.40 -0.51 -3.85
F 1.56 -1.73 -2.42
C 2.78 -0.19 -3.91
F 3.49 0.90 -3.40
F 2.41 0.15 -5.22
C 3.72 -1.46 -4.05
F 4.40 -1.80 -2.90
F 4.71 -1.10 -4.98
F 3.08 -2.55 -4.63
C -0.02 2.34 -3.56
O 0.47 2.12 -4.64
C -1.40 3.12 -3.48
O -2.43 2.85 -4.42
C -1.58 4.09 -2.51
C -2.87 4.97 -2.34
S -4.10 4.08 -1.27
C -4.88 2.69 -2.21
C -4.13 1.33 -1.80
C -0.40 4.35 -1.48
O -0.17 5.43 -0.99
H -2.22 -2.69 -0.53
H 2.20 -3.38 -0.40
H 1.58 -3.70 1.33
H 2.33 -1.53 1.99
H 0.83 -1.01 1.02
H 3.61 -0.24 0.62
H 3.24 -1.26 -0.85
H 2.24 1.53 1.55
H 0.86 3.72 1.00
H -2.41 3.64 -5.00
H -2.57 5.88 -1.74
H -3.29 5.24 -3.35
H -4.75 2.86 -3.32
H -5.97 2.62 -1.94
H -3.58 0.92 -2.70
H -4.94 0.59 -1.53
H -3.45 1.48 -0.92
C 4.35 -4.64 -3.42
C 4.66 -5.99 -2.83
C 5.90 -6.70 -3.32
O 3.94 -6.49 -1.99
H 3.44 -4.25 -2.98
H 5.17 -3.95 -3.21
H 4.21 -4.73 -4.50
H 6.78 -6.10 -3.10
H 5.82 -6.88 -4.39
H 5.99 -7.66 -2.81
C -8.61 2.67 1.74
C -8.43 2.28 0.29
C -9.44 2.80 -0.69
O -7.50 1.58 -0.07
H -7.81 2.22 2.33
H -8.56 3.75 1.84
H -9.57 2.29 2.10
H -9.43 3.90 -0.69
H -10.44 2.44 -0.43
H -9.19 2.45 -1.69
C 6.32 -2.38 3.32
C 4.94 -2.60 3.90
C 4.84 -2.78 5.39
O 3.96 -2.62 3.19
H 6.24 -2.26 2.24
H 6.76 -1.47 3.74
H 6.95 -3.24 3.54
H 5.22 -1.89 5.90
H 5.41 -3.66 5.70
H 3.80 -2.92 5.67
C -7.26 6.56 -0.65
C -8.50 6.76 0.18
C -8.41 7.71 1.34
O -9.53 6.17 -0.09
H -7.47 5.85 -1.45
H -6.95 7.51 -1.10
H -6.45 6.16 -0.03
H -8.15 8.71 0.99
H -7.66 7.36 2.05
H -9.38 7.75 1.85
C -1.68 -3.78 4.35
C -0.42 -4.15 3.60
C 0.87 -4.12 4.37
O -0.46 -4.45 2.43
H -2.53 -3.84 3.68
H -1.84 -4.48 5.18
H -1.60 -2.76 4.73
H 0.83 -4.84 5.20
H 1.06 -3.12 4.75
H 1.69 -4.41 3.71
C -9.48 3.45 5.50
C -9.04 4.73 4.83
C -8.92 5.96 5.69
O -8.80 4.76 3.64
H -9.52 2.65 4.77
H -8.76 3.18 6.28
H -10.47 3.58 5.94
H -8.18 5.79 6.47
H -9.89 6.20 6.13
H -8.60 6.80 5.08
C -2.28 4.24 -9.73
C -2.17 3.24 -8.60
C -0.83 2.59 -8.38
O -3.13 2.97 -7.90
H -3.30 4.62 -9.77
H -1.60 5.07 -9.55
H -2.05 3.75 -10.68
H -0.08 3.35 -8.15
H -0.54 2.03 -9.27
H -0.90 1.90 -7.54
C -3.12 -1.85 8.94
C -2.95 -2.24 7.50
C -3.98 -1.72 6.52
O -2.03 -2.93 7.13
H -2.31 -2.29 9.53
H -3.08 -0.77 9.05
H -4.07 -2.23 9.32
H -3.98 -0.63 6.52
H -4.97 -2.10 6.79
H -3.74 -2.07 5.52
C 9.27 -9.62 -2.63
C 9.41 -10.23 -1.26
C 8.15 -10.39 -0.45
O 10.48 -10.58 -0.83
H 10.25 -9.57 -3.10
H 8.62 -10.24 -3.25
H 8.86 -8.61 -2.55
H 7.45 -11.04 -0.97
H 7.69 -9.41 -0.27
H 8.39 -10.84 0.52
C 5.62 1.72 -9.59
C 6.26 1.22 -8.32
C 5.34 0.89 -7.17
O 7.46 1.10 -8.22
H 6.40 1.92 -10.33
H 4.95 0.96 -9.99
H 5.08 2.65 -9.40
H 4.65 0.10 -7.46
H 4.78 1.78 -6.87
H 5.93 0.55 -6.32
C 5.09 1.14 8.41
C 6.34 0.75 7.66
C 7.64 0.74 8.43
O 6.31 0.45 6.49
H 4.24 1.10 7.73
H 4.92 0.44 9.23
H 5.19 2.15 8.80
H 7.58 0.02 9.26
H 7.85 1.74 8.82
H 8.45 0.44 7.77
```

# 3
Entry from the OMol25 dataset: C54H83KN10O5P2S as an isolated structure (ωB97M-V/def2-TZVPD).

Results
LUMO level in eV: 3.52
Total charge: -2
Electronic energy in eV: -128227.5654

Geometry as XYZ:
```
156
C54H83KN10O5P2S (ωB97M-V/def2-TZVPD)
K 0.09 -0.44 0.48
C -1.09 2.83 4.31
C -1.08 1.50 3.52
O 0.04 0.91 3.47
C -2.30 1.17 2.95
C -2.74 0.02 2.18
C -4.13 0.17 1.60
N -2.04 -1.05 1.99
N -2.78 -2.10 1.37
C -2.37 -2.47 0.19
O -1.42 -2.06 -0.55
C -3.25 -3.55 -0.43
C -3.17 -3.76 -1.81
C -3.92 -4.76 -2.42
C -4.74 -5.58 -1.66
C -4.83 -5.37 -0.29
C -4.10 -4.36 0.32
H -2.01 2.98 4.87
H -0.97 3.68 3.63
H -0.24 2.83 5.01
H -3.08 1.90 3.12
H -4.71 0.91 2.16
H -4.65 -0.78 1.57
H -4.04 0.53 0.57
H -2.50 -3.12 -2.37
H -3.85 -4.90 -3.49
H -5.31 -6.37 -2.13
H -5.47 -6.01 0.31
H -4.15 -4.18 1.39
C 5.42 0.99 1.63
N 4.14 0.97 0.96
C 4.21 1.23 -0.47
P 2.77 1.37 1.80
O 1.61 1.40 0.91
O 2.82 0.30 3.01
P 2.44 -1.27 2.95
O 1.78 -1.69 1.72
N 3.98 -1.95 3.07
C 4.03 -3.36 2.70
C 4.79 -1.66 4.24
N 1.59 -1.57 4.32
C 1.76 -0.71 5.49
C 0.21 -2.05 4.19
N 2.95 2.78 2.67
C 3.18 2.74 4.11
C 2.07 3.88 2.25
H 6.09 0.26 1.16
H 5.31 0.71 2.68
H 5.90 1.97 1.58
H 4.77 0.42 -0.96
H 4.70 2.18 -0.69
H 3.20 1.27 -0.89
H 3.41 -3.51 1.81
H 3.67 -4.01 3.50
H 5.06 -3.62 2.46
H 4.77 -0.59 4.45
H 5.83 -1.95 4.03
H 4.46 -2.20 5.13
H 2.80 -0.39 5.59
H 1.50 -1.27 6.39
H 1.12 0.17 5.39
H 0.08 -2.56 3.23
H -0.49 -1.22 4.19
H 0.00 -2.75 5.01
H 3.96 2.03 4.35
H 2.27 2.46 4.65
H 3.51 3.73 4.44
H 2.08 3.99 1.17
H 2.45 4.81 2.69
H 1.05 3.71 2.59
C 1.72 4.23 -4.15
C 1.71 5.14 -2.91
C 3.13 5.49 -2.49
C 0.92 6.41 -3.23
N 1.02 4.51 -1.78
N 1.55 3.21 -1.49
H 2.23 4.71 -4.99
H 0.70 3.98 -4.44
H 2.24 3.30 -3.92
H 3.68 5.95 -3.32
H 3.65 4.59 -2.18
H 3.11 6.19 -1.65
H 1.38 6.96 -4.05
H 0.88 7.06 -2.35
H -0.11 6.16 -3.51
H 0.03 4.42 -2.02
H 1.25 2.98 -0.55
H 1.06 2.50 -2.05
C -2.53 4.62 0.05
C -2.36 4.09 -1.35
C -2.89 4.79 -2.45
C -2.71 4.26 -3.72
C -3.33 4.97 -4.91
C -2.00 3.09 -3.94
C -1.38 2.38 -2.86
C -1.66 2.93 -1.56
N -0.57 1.32 -2.87
C -0.45 0.46 -4.03
C -1.81 -0.13 -4.46
C -1.64 -1.15 -5.59
C -0.97 -0.47 -6.79
C 0.41 0.06 -6.38
C 1.27 -1.11 -5.90
C 0.60 -1.77 -4.69
C -0.77 -2.31 -5.11
C 0.41 -0.74 -3.58
C 0.25 1.08 -5.25
H -1.82 5.43 0.24
H -2.36 3.84 0.79
H -3.54 5.02 0.20
H -3.44 5.71 -2.30
H -3.66 5.97 -4.65
H -4.19 4.41 -5.29
H -2.61 5.05 -5.74
H -1.91 2.74 -4.96
H -1.26 2.37 -0.72
H -2.49 0.67 -4.78
H -2.26 -0.60 -3.58
H -2.63 -1.53 -5.89
H -1.60 0.36 -7.14
H -0.88 -1.18 -7.62
H 0.88 0.53 -7.25
H 2.26 -0.75 -5.62
H 1.40 -1.85 -6.71
H 1.23 -2.58 -4.33
H -1.25 -2.80 -4.26
H -0.66 -3.05 -5.91
H 1.38 -0.36 -3.24
H -0.06 -1.19 -2.70
H -0.29 1.95 -5.62
H 1.24 1.44 -4.93
N 1.65 -2.88 -1.44
S 0.58 -3.89 -1.96
C -0.06 -4.88 -0.60
C -0.85 -6.00 -0.87
C -1.42 -6.69 0.18
C -1.21 -6.26 1.49
C -0.44 -5.14 1.74
C 0.14 -4.44 0.69
C 1.34 -5.26 -2.87
C 2.38 -6.02 -2.34
C 2.96 -7.02 -3.10
C 2.50 -7.27 -4.39
C 1.47 -6.51 -4.92
C 0.89 -5.49 -4.16
H 2.33 -3.33 -0.82
H -1.03 -6.31 -1.89
H -2.05 -7.55 -0.02
H -1.68 -6.79 2.31
H -0.31 -4.78 2.75
H 0.70 -3.52 0.87
H 2.72 -5.81 -1.33
H 3.76 -7.62 -2.68
H 2.95 -8.06 -4.98
H 1.12 -6.69 -5.93
H 0.10 -4.87 -4.57
```